No. 1
Entry from the OMol25 dataset: C34H34FN5O4PtS2 as an isolated structure at a distorted geometry (ωB97M-V with the def2-TZVPD basis set).

Frontier orbital gap   6.614 eV
Molar mass   854.89 g/mol
Charge   +2
Maximum force   2.4 eV/Å
Spin multiplicity   1
Energy relative to the best compared isomer or geometry (same formula, charge and spin)   304.6 kJ/mol

Last column: Löwdin charge in e.
CARTESIAN COORDINATES (ANGSTROEM)
Pt  -0.307  0.487  -0.255  1.181
S  2.293  1.894  0.939  1.111
S  -4.422  -4.541  2.794  0.731
F  2.008  -5.697  -3.577  0.070
O  -1.778  0.796  -1.911  0.001
O  1.243  0.919  1.392  -0.584
O  0.127  -1.528  -1.625  -0.045
O  0.206  1.789  -2.150  0.038
N  0.162  -0.947  -5.671  -0.036
N  2.277  -6.707  -8.445  0.048
N  -1.195  -0.657  1.288  -0.072
N  2.255  -5.246  -6.408  -0.109
N  -5.020  -2.411  4.147  0.100
C  1.209  -3.112  -6.000  0.063
C  -2.293  -2.733  1.680  -0.009
C  2.712  -0.190  -0.767  -0.101
C  -0.653  0.930  -2.457  -0.688
C  -4.214  -2.951  3.231  -0.796
C  3.352  -4.843  -7.268  -0.113
C  3.191  1.952  -1.756  -0.067
C  2.682  -7.490  -7.254  -0.074
C  0.603  -2.366  -3.780  -0.054
C  3.031  -0.815  -1.963  -0.073
C  1.451  -0.003  -7.536  -0.050
C  -3.180  -2.141  2.589  -0.198
C  -0.007  3.346  0.313  -0.120
C  0.652  -2.127  -5.171  -0.118
C  2.106  4.440  -0.085  -0.100
C  2.762  1.194  -0.681  -0.362
C  3.474  1.322  -2.954  -0.053
C  0.140  -0.642  -7.092  -0.184
C  -0.257  0.023  -4.824  0.047
C  0.057  5.500  -0.735  -0.051
C  3.377  -0.055  -3.068  -0.064
C  -0.670  4.434  -0.230  -0.047
C  1.705  -4.314  -5.510  -0.137
C  1.039  -3.600  -3.290  0.086
C  -2.028  -0.077  2.157  -0.081
C  1.440  5.515  -0.648  -0.050
C  -3.019  -0.770  2.823  0.029
C  2.406  -6.636  -6.000  -0.127
C  1.377  3.341  0.339  -0.378
C  -1.331  -1.968  1.060  -0.076
C  1.573  -4.542  -4.126  -0.180
C  3.187  -5.548  -8.631  -0.076
C  0.143  -1.344  -2.854  -0.322
C  -0.259  -0.113  -3.478  -0.026
H  3.352  -3.764  -7.404  0.127
H  -1.883  0.977  2.351  0.125
H  3.221  -6.789  -5.280  0.138
H  -5.739  -2.990  4.553  0.109
H  2.299  -0.658  -7.344  0.069
H  3.014  -1.893  -2.028  0.110
H  1.329  -6.348  -8.264  0.193
H  -0.575  2.505  0.731  0.066
H  -4.925  -1.467  4.480  0.102
H  4.317  -5.121  -6.821  0.142
H  1.406  0.221  -8.596  0.084
H  2.256  -7.290  -9.288  0.197
H  4.148  -5.910  -8.999  0.142
H  2.455  -0.782  0.103  0.114
H  -0.460  6.330  -1.189  0.114
H  1.266  -2.934  -7.060  0.107
H  3.783  1.917  -3.799  0.113
H  3.741  -7.736  -7.348  0.143
H  -2.353  -3.791  1.482  0.079
H  -0.635  -2.407  0.360  0.109
H  1.613  0.928  -7.000  0.082
H  0.973  -3.800  -2.232  0.143
H  2.759  -4.884  -9.383  0.139
H  -3.635  -0.231  3.523  0.116
H  -0.603  0.936  -5.284  0.158
H  2.121  -8.425  -7.209  0.144
H  -0.075  -1.547  -7.660  0.117
H  -0.688  0.047  -7.268  0.130
H  3.179  4.455  0.030  0.118
H  1.475  -6.951  -5.527  0.139
H  -1.748  4.449  -0.265  0.118
H  3.278  3.022  -1.682  0.100
H  3.587  -0.539  -4.012  0.107
H  1.998  6.360  -1.022  0.116


No. 2
Entry from the OMol25 dataset: C34H34GeInN6O6S2 as an isolated structure (ωB97M-V with the def2-TZVPD basis set).

Frontier orbital gap   6.182 eV
Molar mass   874.24 g/mol
Charge   -1
Maximum force   0.2 eV/Å
Spin multiplicity   1
Energy relative to the best compared isomer or geometry (same formula, charge and spin)   185.6 kJ/mol

Last column: Löwdin charge in e.
CARTESIAN COORDINATES (ANGSTROEM)
In  -0.393  1.170  -0.031  0.978
Ge  2.356  -2.784  1.421  0.960
S  -3.194  2.690  -1.349  0.543
S  2.034  1.464  2.695  0.478
O  -3.083  2.633  0.099  -0.372
O  -2.054  -1.028  0.576  -0.197
O  0.039  3.267  1.492  -0.329
O  1.155  -1.720  0.448  -0.291
O  -4.510  2.557  -1.923  -0.317
O  2.190  -2.371  -1.280  -0.032
N  -0.807  0.518  -3.332  0.105
N  1.299  -1.689  -0.873  -0.112
N  -2.369  2.138  -4.139  0.131
N  -1.006  7.969  -2.996  0.078
N  -0.384  2.649  2.572  -0.287
N  -2.149  1.597  -1.855  -0.207
C  -1.511  4.832  -1.118  -0.045
C  2.642  -5.648  1.587  -0.106
C  -2.700  -2.014  -1.468  -0.073
C  -0.630  -2.928  2.778  -0.031
C  0.426  -2.629  3.677  -0.151
C  -3.097  4.928  -2.930  -0.072
C  -1.383  1.404  4.818  -0.103
C  2.745  -2.178  4.172  -0.103
C  -1.236  -2.576  5.470  -0.043
C  -0.095  1.181  4.404  -0.118
C  1.140  -2.113  5.957  -0.046
C  0.732  -6.290  -0.311  -0.082
C  -1.917  -3.051  3.216  -0.078
C  -2.199  2.257  4.070  -0.084
C  -0.991  0.934  -5.670  -0.088
C  2.426  -1.979  5.533  -0.072
C  -0.434  0.287  -4.575  -0.158
C  -1.792  1.430  -3.145  -0.483
C  1.982  -4.623  0.911  -0.258
C  -2.576  6.151  -3.320  -0.042
C  1.404  -7.301  0.361  -0.098
C  -0.989  6.050  -1.515  -0.027
C  -2.227  -2.873  4.582  -0.077
C  -2.657  -2.193  0.034  -0.322
C  -1.961  1.875  -5.369  -0.152
C  0.455  1.778  3.246  -0.773
C  -1.512  6.719  -2.622  -0.332
C  -1.666  2.850  2.957  -0.055
C  4.162  -2.124  1.184  -0.173
C  2.361  -6.979  1.311  -0.095
C  1.782  -2.497  3.252  -0.197
C  -2.564  4.271  -1.832  -0.286
C  0.108  -2.445  5.043  -0.175
C  1.020  -4.960  -0.039  -0.104
H  1.176  -8.338  0.150  0.097
H  -3.231  2.446  4.326  0.096
H  -0.065  8.148  -2.687  0.079
H  3.205  -1.699  6.230  0.103
H  3.380  -5.409  2.346  0.101
H  4.460  -2.220  0.145  0.021
H  -1.465  -2.426  6.519  0.109
H  -3.377  -1.203  -1.736  0.078
H  -1.141  8.204  -3.966  0.077
H  -3.027  -2.934  -1.956  0.073
H  -3.911  4.466  -3.469  0.105
H  -2.709  -3.281  2.513  0.094
H  -0.019  -6.536  -1.052  0.102
H  -3.252  -2.966  4.917  0.100
H  -1.761  0.915  5.707  0.094
H  -2.434  2.456  -6.158  0.101
H  -2.068  -3.083  0.297  0.091
H  -2.993  6.672  -4.176  0.103
H  0.358  -0.447  -4.702  0.103
H  -1.709  -1.742  -1.837  0.061
H  0.881  -1.949  6.997  0.111
H  4.161  -1.071  1.469  0.034
H  0.484  -4.185  -0.574  0.089
H  -0.413  -3.036  1.723  0.076
H  -2.191  -0.977  1.528  0.074
H  -0.680  0.728  -6.683  0.082
H  -0.172  6.492  -0.956  0.111
H  4.867  -2.665  1.815  0.024
H  2.885  -7.763  1.844  0.098
H  3.773  -2.048  3.861  0.090
H  -1.113  4.337  -0.239  0.084
H  -3.666  -2.326  0.441  0.115
H  -2.221  3.491  2.290  0.119
H  0.562  0.522  4.951  0.079


No. 3
Entry from the OMol25 dataset: C34H34N6O7RhS2 as an isolated structure (ωB97M-V with the def2-TZVPD basis set).

Frontier orbital gap   7.633 eV
Molar mass   805.72 g/mol
Charge   +1
Maximum force   0.2 eV/Å
Spin multiplicity   1
Energy relative to the best compared isomer or geometry (same formula, charge and spin)   9.9 kJ/mol

Last column: Löwdin charge in e.
CARTESIAN COORDINATES (ANGSTROEM)
Rh  -0.628  0.620  0.328  1.033
S  -1.581  2.648  0.904  0.788
S  -0.148  1.778  -2.708  0.694
O  2.849  0.745  -0.592  0.061
O  -0.476  0.094  2.217  -0.126
O  0.875  1.058  -3.395  -0.240
O  -5.389  -4.461  -1.007  0.089
O  -0.948  1.070  -1.693  -0.419
O  -3.911  -5.948  -1.460  0.103
O  1.079  1.716  0.422  -0.216
N  -4.240  -4.836  -1.118  -0.331
N  -2.408  -0.403  0.243  -0.005
N  0.054  -1.305  -0.200  0.038
N  -0.051  4.284  2.339  -0.098
N  -0.149  2.193  3.192  0.128
N  0.471  3.097  -2.000  -0.109
C  -0.070  -1.814  5.821  -0.067
C  -3.450  3.377  -4.304  -0.022
C  -1.349  2.339  -3.852  -0.288
C  -2.532  2.897  -3.388  -0.049
C  2.193  1.712  -0.258  -0.601
C  1.294  -1.737  -0.348  -0.028
C  2.271  4.324  3.187  -0.056
C  -2.006  2.738  -6.109  -0.019
C  -3.154  -3.864  -0.827  -0.046
C  -0.766  -3.485  -0.802  -0.113
C  -1.072  2.255  -5.208  -0.035
C  -0.971  -2.168  -0.407  -0.122
C  -2.304  -1.688  -0.183  -0.105
C  -3.202  3.304  -5.675  -0.253
C  -0.492  3.037  2.227  -0.632
C  -0.040  0.324  6.923  -0.065
C  -0.191  0.211  4.524  -0.136
C  -0.010  -1.063  6.987  -0.068
C  -3.422  -2.517  -0.370  -0.036
C  0.559  -3.930  -0.968  0.032
C  1.915  3.390  -2.035  -0.174
C  -4.212  3.804  -6.668  -0.038
C  -0.300  0.887  3.202  -0.379
C  -4.683  -1.957  -0.066  0.042
C  -3.596  0.091  0.531  -0.087
C  -1.619  6.108  1.754  -0.062
C  2.586  3.116  -0.685  -0.072
C  -0.126  0.959  5.696  -0.018
C  1.582  -3.057  -0.731  0.008
C  -1.901  -4.321  -1.021  0.086
C  -0.162  -1.181  4.593  -0.019
C  -0.354  5.350  1.385  -0.242
C  0.816  4.657  3.467  -0.185
C  -4.757  -0.668  0.388  0.000
H  -4.759  2.967  -7.105  0.092
H  0.464  4.134  4.352  0.108
H  -0.447  4.920  0.389  0.073
H  0.747  -4.951  -1.277  0.133
H  -5.710  -0.226  0.640  0.123
H  -0.147  2.038  5.635  0.103
H  0.061  -1.559  7.946  0.109
H  2.072  -0.995  -0.207  0.098
H  -3.626  1.109  0.892  0.064
H  -2.733  2.954  -2.325  0.109
H  -0.207  -1.759  3.681  0.110
H  -1.802  2.674  -7.171  0.124
H  2.247  3.835  0.064  0.099
H  -0.147  1.810  -5.546  0.118
H  0.008  3.274  -1.111  0.049
H  0.007  0.909  7.831  0.108
H  2.624  4.838  2.290  0.069
H  -0.043  -2.894  5.870  0.107
H  -1.790  6.921  1.049  0.084
H  3.665  3.199  -0.805  0.130
H  -4.375  3.816  -3.952  0.119
H  2.047  4.433  -2.324  0.121
H  2.616  -3.351  -0.843  0.124
H  2.391  3.250  3.045  0.076
H  -1.542  6.536  2.754  0.080
H  -3.729  4.340  -7.484  0.086
H  -2.483  5.444  1.730  0.066
H  0.681  5.727  3.627  0.122
H  -4.937  4.468  -6.199  0.080
H  2.898  4.638  4.021  0.082
H  0.510  6.017  1.376  0.125
H  -1.760  -5.339  -1.357  0.139
H  2.359  2.763  -2.805  0.119
H  -5.576  -2.544  -0.184  0.111